{"formula": "C12H7N3O2PdSe4", "method": "ωB97M-V with the def2-TZVPD basis set", "elements": ["Pd", "O", "N", "O", "C", "C", "C", "C", "C", "C", "N", "C", "C", "N", "C", "C", "C", "C", "H", "H", "H", "H", "H", "H", "H", "Se", "Se", "Se", "Se"], "positions_angstrom": [[1.12850, 1.62891, 2.36187], [-2.12238, -2.34955, -3.47866], [-2.08098, -2.44797, -2.27576], [-2.59386, -3.32394, -1.61333], [-1.20472, -1.45892, -1.56991], [-0.30752, -0.82210, -2.35150], [0.61650, 0.11722, -1.80891], [1.59142, 0.76691, -2.58741], [2.45186, 1.65567, -1.99103], [2.32885, 1.89228, -0.61913], [1.41333, 1.29268, 0.11895], [0.56130, 0.40612, -0.43915], [-0.40877, -0.24775, 0.38665], [-0.43594, 0.07773, 1.69673], [-1.30025, -0.47592, 2.52076], [-2.21541, -1.42957, 2.07557], [-2.21796, -1.79077, 0.75013], [-1.30177, -1.20279, -0.15144], [-0.28243, -1.03140, -3.41247], [1.65866, 0.56142, -3.64858], [3.21519, 2.16897, -2.55775], [2.98983, 2.59038, -0.11989], [-1.28010, -0.16146, 3.55698], [-2.91118, -1.87014, 2.77483], [-2.91698, -2.52861, 0.39900], [-0.90152, 3.29115, 1.94546], [0.36055, 3.54220, 3.72413], [3.10800, 1.43258, 3.84109], [3.05778, -0.28332, 2.47275]], "atomic_forces_ev_per_a": [[-0.700, -0.549, -1.211], [-0.228, 0.076, 0.234], [0.509, -0.277, -0.194], [-0.065, 0.275, 0.134], [-0.013, 0.169, -0.098], [-0.125, -0.163, -0.080], [0.040, 0.091, 0.314], [0.056, 0.066, 0.001], [-0.077, -0.072, -0.034], [0.067, 0.114, -0.073], [0.000, 0.157, 0.806], [0.039, -0.058, -0.356], [-0.276, -0.328, -0.169], [0.628, 0.581, 0.405], [-0.120, -0.108, 0.070], [0.049, 0.021, -0.113], [0.006, 0.010, 0.020], [0.100, 0.148, 0.138], [-0.046, -0.045, 0.007], [-0.015, -0.014, 0.006], [0.003, 0.015, 0.020], [-0.008, -0.012, 0.032], [0.044, 0.007, 0.003], [-0.008, -0.005, -0.005], [-0.072, -0.081, -0.096], [0.145, 0.116, 0.193], [-0.083, -0.030, -0.096], [0.031, -0.091, -0.035], [0.120, -0.012, 0.177]], "nbo_charge": [0.63, -0.32, 0.52, -0.34, 0.14, -0.15, -0.07, -0.06, -0.23, 0.09, -0.45, 0.13, 0.22, -0.46, 0.08, -0.22, -0.08, -0.10, 0.28, 0.26, 0.27, 0.23, 0.23, 0.27, 0.28, 0.28, 0.17, 0.14, 0.27], "total_charge": 2, "multiplicity": 5, "orbital_gap_ev": [5.886, 5.748]}